A 2-piece molecular cluster, C3H4OS overall, computed with ωB97M-V/def2-TZVPD.

```
9
Properties=species:S:1:pos:R:3:forces:R:3:nbo_charge:R:1
C 1.079340 0.517220 0.010832 -0.51 2.70 0.58 0.503
C 0.538764 -0.669100 -0.676255 -0.34 -0.71 0.21 -0.482
C -0.292122 0.052008 0.309296 0.40 1.20 -0.86 -0.290
O 1.860811 1.455626 0.031330 -1.23 -2.05 0.13 -0.437
S -1.925420 0.637761 -0.153321 1.89 -1.41 -0.19 0.131
H 0.131979 -0.552559 -1.642992 0.22 -0.17 -1.67 0.206
H 1.042099 -1.625367 -0.488254 -0.19 0.04 0.32 0.239
H -0.285766 -1.189533 1.716965 -0.11 -0.38 0.50 -0.006
H -2.149682 1.373942 0.892401 -0.12 0.77 0.98 0.135
```
Forces are in eV/Å.

Output
**Spin multiplicity**: 3
**Gap between HOMO and LUMO (alpha / beta)**: 7.452 / 7.150 eV
**Total energy**: -16051.2977 eV
**LUMO energy (alpha / beta)**: 0.17 / -2.61 eV
**Energy above the lowest of the compared OMol25 structures with the same formula, charge and spin**: 3.9782 eV

One molecule with the formula C7H14, computed with ωB97M-V/def2-TZVPD.

```
21
Properties=species:S:1:pos:R:3:forces:R:3:nbo_charge:R:1
C -1.825356 -0.104502 1.814105 -0.15 -0.10 0.32 -0.421
C -0.637547 -0.489477 1.366453 0.28 0.57 0.18 0.042
C 0.067854 -1.686896 1.963630 -0.37 0.00 0.30 -0.660
C 0.128499 0.339571 0.368579 0.46 -1.11 -0.03 -0.434
C 0.257954 -0.397290 -0.975390 -0.47 0.13 0.00 -0.389
C 0.999072 0.396304 -2.046096 0.58 -0.44 -0.62 -0.397
C 0.710213 1.882531 -2.085674 -0.35 0.19 0.16 -0.609
H -2.356595 -0.674262 2.569705 0.04 -0.06 -0.02 0.190
H -2.293661 0.826766 1.529759 0.00 0.01 -0.31 0.194
H -0.461715 -2.612082 1.734690 0.15 -0.08 -0.08 0.224
H 0.051407 -1.569572 3.048658 0.00 -0.14 0.02 0.224
H 1.116070 -1.780028 1.689210 -0.03 0.03 -0.31 0.212
H -0.335607 1.311041 0.234807 0.01 0.09 0.02 0.213
H 1.146320 0.444810 0.760550 -0.02 0.42 0.06 0.200
H -0.747044 -0.633595 -1.306621 -0.44 0.23 -0.25 0.197
H 0.686010 -1.396518 -0.858602 0.35 0.16 0.20 0.205
H 0.778156 -0.011261 -3.036143 -0.25 -0.16 0.05 0.202
H 2.074562 0.216565 -1.966736 0.10 0.18 0.28 0.193
H 1.072031 2.360367 -2.995447 0.15 -0.11 -0.02 0.213
H -0.372566 2.039409 -2.062574 0.03 0.13 0.06 0.200
H 1.151506 2.402454 -1.234731 -0.07 0.06 0.00 0.203
```
Forces are in eV/Å.

Output
**Structure (SMILES)**: C=C(C)CCCC
**Gap between HOMO and LUMO**: 10.238 eV
**Total energy**: -7485.4868 eV
**LUMO energy**: 1.10 eV
**Energy above the lowest of the compared OMol25 structures with the same formula, charge and spin**: 0.8076 eV

> What is the energy above the lowest of the compared OMol25 structures with the same formula, charge and spin in the first record?

3.9782 eV